C38H41Cl5N7Pt | wB97M-V/def2-TZVPD

Properties
total charge	+1
E_LUMO	-4.2	eV
highest occupied orbital energy	-0.3945	Ha

Geometry (Å):
Pt: -0.806 -0.056 0.003
C: -0.426 1.705 3.214
C: 0.919 0.984 3.357
C: 1.789 1.199 2.117
C: 0.712 -0.471 3.759
C: 0.831 -0.750 5.115
C: 0.674 -2.029 5.616
C: 0.375 -3.057 4.745
C: 0.235 -2.846 3.374
C: -0.166 -4.087 2.567
C: -1.315 -3.890 1.581
C: 1.013 -4.826 1.913
C: 0.429 -1.537 2.892
N: 0.396 -1.323 1.471
C: 1.290 -1.946 0.808
C: 1.250 -2.067 -0.655
N: 0.256 -1.631 -1.329
C: 0.452 -1.715 -2.750
C: 1.046 -0.436 -3.277
C: 1.978 -0.477 -4.413
C: 1.981 -1.763 -5.162
C: 1.191 -2.768 -4.780
C: 0.419 -2.809 -3.514
C: -0.257 -4.118 -3.163
C: -1.547 -3.930 -2.368
C: 0.709 -5.074 -2.450
C: 0.320 2.170 -3.729
C: -0.231 2.129 -5.159
C: 1.669 2.895 -3.773
H: -0.278 2.784 3.146
H: -1.077 1.496 4.063
H: -0.935 1.377 2.307
H: 1.440 1.444 4.198
H: 1.214 1.012 1.207
H: 2.670 0.553 2.125
H: 2.126 2.237 2.082
H: 1.057 0.062 5.794
H: 0.770 -2.218 6.677
H: 0.239 -4.060 5.130
H: -0.553 -4.770 3.325
H: -1.074 -3.192 0.779
H: -2.203 -3.522 2.096
H: -1.567 -4.848 1.122
H: 1.244 -4.434 0.919
H: 0.763 -5.880 1.784
H: 1.913 -4.767 2.526
H: 2.113 -2.426 1.335
H: 2.074 -2.574 -1.158
H: 2.134 0.426 -4.987
H: 2.540 -1.819 -6.086
H: 1.156 -3.664 -5.389
H: -0.526 -4.574 -4.121
H: -1.364 -3.468 -1.398
H: -2.019 -4.896 -2.191
H: -2.253 -3.302 -2.914
H: 0.973 -4.683 -1.466
H: 1.628 -5.215 -3.021
H: 0.245 -6.051 -2.311
H: -0.346 2.808 -3.138
H: 0.364 1.489 -5.814
H: -0.187 3.139 -5.565
H: -1.270 1.818 -5.221
H: 2.433 2.350 -4.324
H: 2.059 3.132 -2.786
H: 1.515 3.844 -4.287
N: 2.870 0.690 -2.302
C: 1.960 1.175 -1.408
N: 0.683 1.167 -1.550
C: 0.245 0.820 -2.898
N: 2.470 -0.476 -3.003
C: -1.215 0.358 -2.964
C: -1.702 -0.220 -4.144
N: -2.957 -0.595 -4.291
C: -3.770 -0.400 -3.251
C: -3.298 0.098 -2.057
N: -2.017 0.455 -1.918
H: 3.837 0.661 -2.020
H: 2.386 1.610 -0.506
H: -1.041 -0.399 -4.983
H: -4.808 -0.683 -3.368
H: -3.939 0.206 -1.192
Cl: -1.000 3.452 -0.061
C: -2.348 2.560 0.542
C: -2.229 1.192 0.713
C: -3.327 0.502 1.222
Cl: -3.153 -1.220 1.387
C: -4.522 1.130 1.548
Cl: -5.841 0.222 2.160
C: -4.626 2.506 1.353
Cl: -6.092 3.313 1.728
C: -3.537 3.222 0.853
Cl: -3.663 4.916 0.621

---

C38H41F4N7 | wB97M-V/def2-TZVPD

Properties
E_LUMO	0.4	eV
SMILES	Fc1ccccc1.Fc1ccccc1.Fc1ccccc1.Fc1ccccc1.CC#N.CC#N.CC#N.CC#N.CC#N.CC#N.CC#N
highest occupied orbital energy	-0.3331	Ha
energy relative to the best compared isomer or geometry (same formula, charge and spin)	0.348	eV

Geometry (Å):
F: -0.336 3.989 -0.692
C: -0.141 5.131 -1.419
C: 0.687 5.018 -2.493
C: 0.963 6.171 -3.222
C: 0.404 7.376 -2.813
C: -0.521 7.432 -1.768
C: -0.863 6.259 -1.082
H: 1.205 4.078 -2.633
H: 1.701 6.107 -4.008
H: 0.610 8.305 -3.333
H: -0.952 8.359 -1.412
H: -1.528 6.244 -0.229
F: 4.331 -0.129 -1.871
C: 3.550 -0.074 -2.955
C: 3.722 -0.966 -3.973
C: 2.933 -0.888 -5.128
C: 2.029 0.167 -5.224
C: 1.946 1.134 -4.252
C: 2.618 0.949 -3.039
H: 4.438 -1.776 -3.892
H: 2.886 -1.681 -5.858
H: 1.438 0.209 -6.131
H: 1.247 1.960 -4.288
H: 2.638 1.632 -2.197
F: 4.362 4.115 -6.736
C: 5.045 4.628 -5.685
C: 6.287 5.195 -5.922
C: 6.927 5.828 -4.870
C: 6.294 5.910 -3.646
C: 5.095 5.280 -3.383
C: 4.418 4.622 -4.443
H: 6.701 5.080 -6.915
H: 7.929 6.214 -4.995
H: 6.778 6.418 -2.819
H: 4.585 5.397 -2.436
H: 3.447 4.183 -4.266
F: -3.907 6.933 0.615
C: -4.614 7.063 -0.532
C: -5.533 8.105 -0.588
C: -6.296 8.222 -1.739
C: -6.082 7.358 -2.813
C: -5.270 6.251 -2.662
C: -4.440 6.131 -1.524
H: -5.737 8.788 0.224
H: -6.967 9.058 -1.894
H: -6.745 7.485 -3.660
H: -5.268 5.529 -3.466
H: -3.743 5.308 -1.546
C: -1.725 2.039 -3.094
C: -1.905 3.198 -3.990
N: -2.144 4.056 -4.714
H: -1.435 1.197 -3.711
H: -2.708 1.997 -2.617
H: -1.056 2.273 -2.269
C: -3.874 11.345 -0.592
C: -2.477 11.132 -0.975
N: -1.383 10.954 -1.261
H: -4.189 12.340 -0.910
H: -3.868 11.337 0.499
H: -4.529 10.622 -1.067
C: -0.477 9.927 1.933
C: -1.880 10.042 2.311
N: -2.993 10.121 2.578
H: -0.411 9.249 1.083
H: 0.179 9.690 2.764
H: -0.158 10.891 1.527
C: 0.426 11.708 -3.874
C: 1.381 11.663 -2.762
N: 2.129 11.628 -1.891
H: 0.739 12.509 -4.537
H: -0.569 11.906 -3.473
H: 0.284 10.755 -4.378
C: 4.087 8.782 -4.230
C: 3.302 9.575 -5.156
N: 2.668 10.260 -5.823
H: 4.919 8.266 -4.717
H: 3.543 8.066 -3.624
H: 4.641 9.535 -3.659
C: 2.011 4.127 1.700
C: 2.362 2.799 1.188
N: 2.670 1.778 0.762
H: 2.645 4.330 2.563
H: 0.958 4.219 1.952
H: 2.226 4.934 1.000
C: 2.235 6.389 -7.384
C: 1.640 5.269 -6.659
N: 1.184 4.369 -6.102
H: 3.284 6.184 -7.561
H: 2.001 7.349 -6.925
H: 1.651 6.422 -8.310

---

C38H41FMoN9O6S2 | wB97M-V/def2-TZVPD

Properties
total charge	+1
E_LUMO (alpha / beta)	-3.3 / -3.7	eV
multiplicity	3
highest occupied orbital energy (alpha / beta)	-0.3810 / -0.3889	Ha
energy relative to the best compared isomer or geometry (same formula, charge and spin)	1.023	eV

Geometry (Å):
Mo: 0.233 0.802 -0.245
S: 2.245 1.901 -1.257
C: 1.005 2.952 -1.847
C: 1.151 4.091 -2.642
C: 0.017 4.766 -3.024
C: -1.244 4.316 -2.614
C: -1.321 3.196 -1.829
N: -0.210 2.535 -1.456
H: 2.142 4.407 -2.937
H: 0.098 5.649 -3.644
H: -2.147 4.837 -2.895
H: -2.259 2.815 -1.457
C: 3.594 -1.773 -3.432
C: 2.277 -1.059 -3.120
C: 1.872 -0.142 -4.274
C: 1.213 -2.069 -2.764
C: 0.834 -2.969 -3.754
C: -0.011 -4.028 -3.479
C: -0.435 -4.207 -2.179
C: -0.098 -3.325 -1.147
C: -0.534 -3.856 0.226
C: -0.662 -2.885 1.387
C: 0.349 -5.039 0.656
C: 0.667 -2.185 -1.474
N: 0.968 -1.163 -0.470
C: 2.159 -1.484 0.205
C: 2.955 -2.614 -0.013
C: 4.100 -2.831 0.740
C: 4.498 -1.945 1.733
C: 3.727 -0.815 1.978
C: 2.608 -0.640 1.207
F: 1.774 0.447 1.461
H: 4.374 -1.040 -3.642
H: 3.498 -2.418 -4.307
H: 3.925 -2.389 -2.594
H: 2.446 -0.433 -2.255
H: 1.869 -0.676 -5.226
H: 2.582 0.682 -4.361
H: 0.879 0.285 -4.123
H: 1.244 -2.856 -4.750
H: -0.290 -4.731 -4.254
H: -1.025 -5.081 -1.927
H: -1.530 -4.275 0.052
H: 0.316 -2.535 1.719
H: -1.136 -3.390 2.231
H: -1.266 -2.023 1.120
H: 1.317 -4.693 1.013
H: 0.517 -5.740 -0.160
H: -0.128 -5.579 1.475
H: 2.692 -3.308 -0.797
H: 4.695 -3.711 0.537
H: 5.397 -2.120 2.305
H: 3.982 -0.083 2.732
S: -1.426 0.149 -2.054
C: -2.473 -1.218 -1.897
N: -2.926 -1.687 -0.744
C: -3.902 -2.770 -0.644
C: -4.793 -2.732 -1.873
C: -3.909 -2.810 -3.104
N: -2.899 -1.758 -3.028
H: -2.633 -1.203 0.089
H: -4.465 -2.634 0.278
H: -3.377 -3.726 -0.579
H: -5.356 -1.796 -1.884
H: -5.503 -3.556 -1.859
H: -4.474 -2.674 -4.024
H: -3.406 -3.779 -3.155
H: -2.485 -1.397 -3.874
N: -1.133 -0.989 4.731
C: -1.595 -0.402 3.603
C: -0.748 -0.211 2.491
N: -1.210 0.313 1.371
C: -2.503 0.696 1.328
C: -3.309 0.508 2.431
N: -2.871 -0.035 3.563
H: -0.151 -1.140 4.872
H: -1.737 -0.998 5.535
H: 0.292 -0.509 2.531
H: -2.851 1.187 0.432
H: -4.343 0.826 2.405
O: -1.561 3.313 1.023
C: -0.427 3.242 1.455
O: 0.452 2.335 1.136
C: 0.100 4.239 2.450
C: 1.434 4.212 2.842
C: 1.872 5.146 3.759
C: 1.046 6.108 4.307
C: -0.270 6.097 3.890
C: -0.764 5.191 2.974
N: -1.193 7.107 4.458
O: -2.340 7.083 4.072
O: -0.736 7.879 5.268
N: 3.290 5.110 4.181
O: 3.985 4.236 3.711
O: 3.654 5.951 4.969
H: 2.117 3.479 2.439
H: 1.410 6.828 5.025
H: -1.800 5.222 2.668

---

C38H41N4O8S4Sr | wB97M-V/def2-TZVPD

Properties
total charge	+1
E_LUMO	-2.6	eV
highest occupied orbital energy	-0.3720	Ha
energy relative to the best compared isomer or geometry (same formula, charge and spin)	0.869	eV

Geometry (Å):
Sr: -0.175 0.104 -0.060
O: -1.583 -3.864 0.945
C: -0.784 -2.954 0.408
O: -1.189 -1.977 -0.186
C: 0.694 -3.256 0.587
O: 1.416 -2.120 1.015
C: 1.430 -1.866 2.436
C: 0.608 -0.644 2.850
O: 0.917 -0.069 3.888
O: -0.332 -0.319 2.037
H: -2.497 -3.614 0.719
H: 1.070 -3.515 -0.403
H: 0.832 -4.109 1.250
H: 2.463 -1.684 2.721
H: 1.071 -2.739 2.989
S: 5.647 3.364 3.139
C: 5.254 3.725 4.761
C: 4.149 3.049 5.173
C: 3.595 2.236 4.141
C: 4.301 2.312 2.976
C: 3.995 1.621 1.711
C: 2.656 1.284 1.439
N: 2.251 0.675 0.345
C: 3.181 0.281 -0.560
C: 4.536 0.575 -0.391
C: 5.494 0.136 -1.372
C: 5.100 -0.571 -2.445
C: 3.712 -0.900 -2.642
C: 3.282 -1.638 -3.753
C: 1.956 -1.948 -3.927
C: 1.069 -1.499 -2.925
N: 1.436 -0.788 -1.870
C: 2.752 -0.482 -1.719
C: 1.456 -2.695 -5.097
C: 0.184 -3.122 -5.344
C: 0.056 -3.823 -6.577
C: 1.237 -3.908 -7.244
S: 2.500 -3.142 -6.390
C: 4.924 1.277 0.763
H: 5.867 4.412 5.326
H: 3.737 3.126 6.171
H: 2.732 1.588 4.270
H: 1.897 1.544 2.165
H: 6.541 0.373 -1.219
H: 5.821 -0.913 -3.180
H: 4.023 -1.961 -4.480
H: 0.007 -1.731 -3.004
H: -0.647 -2.949 -4.671
H: -0.872 -4.245 -6.941
H: 1.437 -4.377 -8.197
H: 5.974 1.514 0.910
C: 1.098 2.477 -2.624
O: -0.061 2.178 -1.844
C: -0.668 3.339 -1.283
C: -0.034 3.755 0.019
O: -0.144 2.685 0.944
C: -0.014 3.111 2.300
H: 0.863 3.234 -3.374
H: 1.402 1.561 -3.122
H: 1.922 2.834 -1.997
H: -1.714 3.084 -1.115
H: -0.624 4.173 -1.988
H: -0.573 4.633 0.390
H: 1.017 4.034 -0.106
H: -0.832 3.790 2.558
H: 0.936 3.630 2.455
H: -0.054 2.224 2.935
S: -2.537 -3.044 -2.769
C: -3.708 -1.991 -2.220
N: -4.665 -2.261 -1.289
C: -5.646 -1.176 -1.175
C: -4.921 -0.013 -1.874
N: -3.873 -0.714 -2.606
H: -4.933 -3.224 -1.172
H: -5.865 -0.954 -0.132
H: -6.580 -1.428 -1.677
H: -4.490 0.689 -1.163
H: -5.579 0.528 -2.550
H: -3.136 -0.244 -3.102
C: -4.543 1.917 1.052
S: -2.806 1.554 1.285
O: -2.407 0.751 0.045
C: -3.100 0.391 2.604
C: -3.382 -0.930 2.294
C: -3.646 -1.811 3.330
C: -3.633 -1.365 4.648
C: -3.347 -0.038 4.937
C: -3.071 0.853 3.906
H: -5.058 0.974 0.869
H: -4.635 2.595 0.201
H: -4.923 2.393 1.958
H: -3.370 -1.246 1.255
H: -3.862 -2.851 3.118
H: -3.840 -2.059 5.454
H: -3.325 0.303 5.964
H: -2.821 1.888 4.122

---

Q: Number 1 is which compound?
A: C38H41Cl5N7Pt